(1)
Entry from the OMol25 dataset: 2 unconnected molecules or ions with the total composition C4H10O2 (the ωB97M-V functional and the def2-TZVPD basis).

Each line ends with the Löwdin charge.
Element x y z (Å)
C  -1.490  -0.951  0.516  -0.067
C  -0.412  -0.101  0.063  -0.512
C  0.658  -0.814  -0.747  -0.214
O  1.601  0.110  -1.287  -0.075
C  0.076  0.944  1.062  -0.239
O  0.766  2.038  0.524  -0.065
H  -1.483  0.150  -0.538  0.147
H  -1.732  -1.861  -0.027  0.056
H  -2.202  -0.580  1.248  0.057
H  -0.790  0.944  -1.094  0.195
H  0.191  -1.410  -1.545  0.133
H  1.138  -1.510  -0.040  0.141
H  2.463  -0.326  -1.327  0.106
H  -0.783  1.330  1.622  0.131
H  0.690  0.356  1.772  0.140
H  1.310  1.680  -0.201  0.065

- ΔE to the lowest compared entry with this formula, charge and spin: 135.2 kcal/mol
- E_HOMO: -7.4 eV
- Strongest force on any atom: 0.014 Eh/bohr
- Total energy: -8399.686 eV
- E_LUMO: 0.592 eV



(2)
Entry from the OMol25 dataset: a single C4H10O2 molecule (the ωB97M-V functional and the def2-TZVPD basis).

Each line ends with the Löwdin charge.
Element x y z (Å)
C  2.250  -0.090  -0.074  -0.113
O  1.329  -0.870  -0.797  -0.186
C  -0.033  -0.436  -0.956  -0.155
C  -0.702  -0.044  0.356  -0.447
C  -1.815  0.986  0.284  -0.038
O  -1.182  -1.182  1.048  -0.024
H  2.944  -0.799  0.395  0.096
H  2.760  0.711  -0.643  0.095
H  1.751  0.403  0.757  0.060
H  -0.505  -1.349  -1.326  0.132
H  -0.136  0.364  -1.707  0.128
H  0.114  0.426  0.915  0.107
H  -1.988  1.391  1.288  0.084
H  -2.752  0.553  -0.075  0.085
H  -1.525  1.801  -0.387  0.081
H  -0.510  -1.864  0.922  0.094

- ΔE to the lowest compared entry with this formula, charge and spin: 35.1 kcal/mol
- E_HOMO: -9.7 eV
- SMILES string: COC[C@@H](C)O
- Strongest force on any atom: 0.012 Eh/bohr
- Total energy: -8404.025 eV
- E_LUMO: 0.919 eV



(3)
Entry from the OMol25 dataset: a molecular structure, C4H10O2 (the ωB97M-V functional and the def2-TZVPD basis).

Each line ends with the Löwdin charge.
Element x y z (Å)
C  2.891  -0.204  -0.109  -0.123
O  1.608  0.338  -0.291  -0.188
C  0.647  -0.315  0.504  -0.218
C  -0.676  0.341  0.288  -0.186
O  -1.709  -0.457  0.268  -0.151
C  -2.927  -0.046  -0.017  -0.099
H  3.574  0.360  -0.748  0.089
H  3.224  -0.119  0.938  0.088
H  2.924  -1.266  -0.398  0.090
H  0.559  -1.381  0.235  0.134
H  0.960  -0.269  1.565  0.127
H  -0.841  1.379  0.570  0.128
H  -1.290  0.837  -1.488  0.089
H  -3.660  -0.842  -0.009  0.069
H  -3.204  0.964  0.271  0.073
H  -2.080  0.681  -1.578  0.076

- ΔE to the lowest compared entry with this formula, charge and spin: 127.2 kcal/mol
- E_HOMO: -7.7 eV
- Strongest force on any atom: 0.006 Eh/bohr
- Total energy: -8400.032 eV
- E_LUMO: 0.757 eV



(4)
Entry from the OMol25 dataset: 2 unconnected molecules or ions with the total composition C4H10O2 (the ωB97M-V functional and the def2-TZVPD basis).

Each line ends with the Löwdin charge.
Element x y z (Å)
C  2.997  -0.148  -0.113  -0.120
O  1.757  0.484  -0.302  -0.189
C  0.699  -0.255  0.257  -0.210
C  -0.601  0.491  -0.017  -0.159
O  -1.557  -0.447  -0.522  -0.201
C  -2.676  0.112  -0.978  -0.098
H  3.752  0.460  -0.615  0.090
H  3.251  -0.229  0.956  0.090
H  3.003  -1.160  -0.548  0.091
H  0.631  -1.252  -0.205  0.131
H  0.864  -0.400  1.337  0.128
H  -1.019  0.948  0.890  0.128
H  -0.426  1.274  -0.760  0.130
H  -3.768  0.001  0.389  0.135
H  -3.411  0.683  -0.049  0.012
H  -3.301  -0.697  -1.390  0.044

- ΔE to the lowest compared entry with this formula, charge and spin: 129.7 kcal/mol
- E_HOMO: -8.5 eV
- Strongest force on any atom: 0.006 Eh/bohr
- Total energy: -8399.923 eV
- E_LUMO: 0.747 eV



What is the formula in the fourth record?
C4H10O2



Number 3 is which compound?
C4H10O2



Among the records above, which one has the highest ΔE to the lowest compared entry with this formula, charge and spin?
number 1



Please write out number 3 again, unchanged.
Entry from the OMol25 dataset: a molecular structure, C4H10O2 (the ωB97M-V functional and the def2-TZVPD basis).

Each line ends with the Löwdin charge.
Element x y z (Å)
C  2.891  -0.204  -0.109  -0.123
O  1.608  0.338  -0.291  -0.188
C  0.647  -0.315  0.504  -0.218
C  -0.676  0.341  0.288  -0.186
O  -1.709  -0.457  0.268  -0.151
C  -2.927  -0.046  -0.017  -0.099
H  3.574  0.360  -0.748  0.089
H  3.224  -0.119  0.938  0.088
H  2.924  -1.266  -0.398  0.090
H  0.559  -1.381  0.235  0.134
H  0.960  -0.269  1.565  0.127
H  -0.841  1.379  0.570  0.128
H  -1.290  0.837  -1.488  0.089
H  -3.660  -0.842  -0.009  0.069
H  -3.204  0.964  0.271  0.073
H  -2.080  0.681  -1.578  0.076

- ΔE to the lowest compared entry with this formula, charge and spin: 127.2 kcal/mol
- E_HOMO: -7.7 eV
- Strongest force on any atom: 0.006 Eh/bohr
- Total energy: -8400.032 eV
- E_LUMO: 0.757 eV